Record 1
Computed, not measured: C7H14 in the gas phase in a non-equilibrium geometry, with ωB97M-V/def2-TZVPD.

HOMO level = -9.49 eV
SMILES string = CC[C@@]1(C)C[C@H]1C
orbital gap = 10.61 eV
ΔE to the lowest compared entry with this formula, charge and spin = 1.765 eV

Geometry as ORCA input:
```
! wB97M-V def2-TZVPD RIJCOSX def2/J DEFGRID3
* xyz 0 1
C -1.558 -1.507 -0.555
C -0.590 -0.488 -1.111
C 0.535 0.047 -0.262
C 1.890 -0.951 -0.241
C 0.902 1.504 -0.307
C 0.327 0.882 0.948
C -1.030 1.298 1.469
H -2.217 -2.027 -1.263
H -1.005 -2.279 -0.027
H -2.230 -1.051 0.177
H 0.230 -0.906 -1.732
H -1.125 0.218 -1.753
H 2.371 -1.022 -1.242
H 1.690 -1.994 0.078
H 2.660 -0.570 0.455
H 1.963 1.740 -0.329
H 0.276 2.203 -0.862
H 1.051 0.655 1.721
H -1.482 0.516 2.092
H -1.731 1.531 0.659
H -0.926 2.199 2.085
*
```

Results of the Mulliken charge analysis, in e, for atoms 1 through 4:
1 C -1.10
2 C -0.81
3 C 1.16
4 C -1.49

***

Record 2
Computed, not measured: a gas-phase ion, C8H17N4OS (charge +1) in a non-equilibrium geometry, with ωB97M-V/def2-TZVPD.

HOMO level = -12.86 eV
SMILES string = CSN1NC(=O)C(C(C)(C)C)=N[C@@H]1[NH3+]
orbital gap = 8.92 eV
ΔE to the lowest compared entry with this formula, charge and spin = 2.683 eV

Geometry as ORCA input:
```
! wB97M-V def2-TZVPD RIJCOSX def2/J DEFGRID3
* xyz 1 1
C -1.910 2.663 3.383
S -0.585 2.477 2.056
N -1.075 0.849 1.618
N -1.709 0.553 0.418
C -1.048 0.285 -0.728
O -1.565 0.312 -1.805
C 0.335 -0.301 -0.533
C 1.156 -0.525 -1.749
C 1.166 0.724 -2.673
C 0.462 -1.602 -2.714
C 2.533 -1.056 -1.406
N 0.784 -0.514 0.633
C 0.002 -0.115 1.796
N -0.776 -1.341 2.269
H -1.683 3.537 3.830
H -1.688 1.714 3.885
H -2.730 2.856 2.754
H -2.683 0.792 0.456
H 1.696 0.625 -3.578
H 0.247 1.003 -2.975
H 1.669 1.442 -2.196
H 0.979 -1.507 -3.585
H -0.695 -1.356 -2.684
H 0.542 -2.654 -2.206
H 3.146 -1.586 -2.221
H 2.507 -1.760 -0.690
H 3.016 -0.185 -1.021
H 0.878 0.044 2.483
H -1.239 -1.303 3.163
H -0.261 -2.262 2.369
H -1.470 -1.810 1.651
*
```

Results of the Mulliken charge analysis, in e, for atoms 1 through 4:
1 C -0.78
2 S 0.01
3 N -0.08
4 N -0.25

***

Record 3
Computed, not measured: a molecular structure, C30H79BMnO15 in a non-equilibrium geometry, with ωB97M-V/def2-TZVPD.

HOMO level (alpha / beta) = -8.07 / -8.08 eV
orbital gap (alpha / beta) = 8.03 / 7.78 eV
ΔE to the lowest compared entry with this formula, charge and spin = 5.091 eV

Geometry as ORCA input:
```
! wB97M-V def2-TZVPD RIJCOSX def2/J DEFGRID3
* xyz 0 6
Mn -1.858 2.867 -0.005
C -0.231 -0.240 -1.217
C 0.432 0.495 -0.112
O -0.371 1.418 0.574
H -0.415 0.413 -2.070
H -1.104 -0.720 -0.774
H 0.476 -0.965 -1.618
H 1.240 1.038 -0.604
H 0.933 -0.276 0.474
B -3.360 3.010 1.549
H -3.650 3.472 0.618
H -3.182 1.971 1.321
H -2.424 3.457 1.847
H -4.121 3.121 2.306
C -6.960 -0.190 -3.885
O -5.735 -0.887 -3.749
C -5.947 -2.295 -3.499
C -4.810 -3.084 -2.815
O -3.694 -2.985 -3.683
C -2.548 -3.566 -3.156
H -7.580 -0.128 -2.991
H -7.491 -0.663 -4.711
H -6.585 0.793 -4.173
H -6.156 -2.652 -4.507
H -6.792 -2.543 -2.857
H -5.140 -4.117 -2.707
H -4.592 -2.793 -1.787
H -2.709 -4.549 -2.712
H -2.050 -3.008 -2.364
H -1.807 -3.732 -3.938
C 0.333 -0.146 7.635
O -0.221 0.342 6.511
C 0.432 -0.196 5.307
C -0.618 -0.587 4.200
O -1.858 0.144 4.239
C -2.888 -0.427 3.480
H 1.386 0.098 7.781
H 0.409 -1.233 7.660
H -0.224 0.194 8.508
H 1.000 -1.091 5.561
H 1.092 0.515 4.810
H -0.919 -1.634 4.185
H -0.072 -0.448 3.267
H -2.535 -0.639 2.471
H -3.785 0.162 3.291
H -3.197 -1.350 3.970
C 3.337 -4.021 -0.261
O 2.285 -4.315 0.648
C 1.231 -3.349 0.600
C 0.254 -3.371 1.849
O 0.910 -2.939 3.051
C 2.082 -3.625 3.515
H 3.175 -4.300 -1.302
H 4.177 -4.598 0.127
H 3.694 -2.991 -0.288
H 0.601 -3.769 -0.185
H 1.586 -2.357 0.324
H -0.111 -4.331 2.214
H -0.669 -2.791 1.834
H 1.983 -4.710 3.546
H 2.379 -3.269 4.502
H 2.924 -3.569 2.826
C -0.094 3.587 -2.616
O -1.241 2.940 -2.089
C -2.341 2.960 -2.958
C -3.213 1.767 -2.635
O -3.544 1.994 -1.262
C -4.685 1.134 -0.930
H -0.223 4.669 -2.595
H 0.082 3.163 -3.605
H 0.863 3.421 -2.121
H -2.103 2.864 -4.017
H -2.776 3.949 -2.810
H -2.785 0.778 -2.799
H -4.038 1.691 -3.344
H -4.982 1.369 0.092
H -4.346 0.106 -1.062
H -5.605 1.218 -1.508
C 1.675 -2.099 -4.306
O 2.468 -1.309 -5.158
C 1.737 -0.486 -6.167
C 2.670 0.263 -7.020
O 3.409 -0.505 -7.984
C 4.315 -1.477 -7.504
H 1.133 -1.417 -3.651
H 2.194 -2.580 -3.476
H 1.061 -2.934 -4.644
H 1.356 0.296 -5.510
H 0.940 -1.036 -6.668
H 3.323 0.835 -6.361
H 2.181 0.960 -7.700
H 3.956 -2.299 -6.883
H 5.143 -1.080 -6.917
H 4.682 -1.948 -8.416
C 5.126 0.375 0.921
O 4.982 -0.710 0.054
C 4.547 -0.313 -1.246
C 5.735 0.130 -2.166
O 6.025 1.490 -1.965
C 6.889 2.131 -2.823
H 5.981 0.932 0.538
H 5.229 0.083 1.965
H 4.185 0.926 0.903
H 3.656 0.315 -1.262
H 4.192 -1.238 -1.702
H 5.357 -0.121 -3.157
H 6.585 -0.487 -1.874
H 6.403 2.466 -3.739
H 7.696 1.460 -3.119
H 7.203 3.026 -2.285
C 0.158 2.699 3.623
O -0.479 2.613 4.902
C -0.047 3.703 5.763
C -0.422 3.416 7.244
O -1.610 2.636 7.350
C -2.338 2.897 8.576
H 0.071 3.595 3.008
H -0.175 1.781 3.140
H 1.227 2.523 3.746
H -0.548 4.627 5.476
H 1.019 3.930 5.756
H -0.472 4.373 7.765
H 0.362 2.930 7.824
H -1.955 2.455 9.496
H -3.360 2.547 8.434
H -2.381 3.952 8.848
*
```

Results of the Mulliken charge analysis, in e, for atoms 1 through 4:
1 Mn 0.71
2 C 0.04
3 C -0.17
4 O -0.56

***

Record 4
Computed, not measured: 5 unconnected molecules or ions with the total composition C15H38ClO5S in a non-equilibrium geometry, with ωB97M-V/def2-TZVPD.

HOMO level = -11.66 eV
orbital gap = 8.00 eV

Geometry as ORCA input:
```
! wB97M-V def2-TZVPD RIJCOSX def2/J DEFGRID3
* xyz 1 1
C -2.015 4.807 -3.219
C -2.287 3.356 -2.550
C -1.016 3.087 -1.557
C -1.322 1.989 -0.428
C -2.405 2.522 0.645
S -1.890 0.341 -1.087
C -2.016 -0.743 0.440
C -0.885 -1.877 0.512
O -0.951 -2.657 1.502
Cl 0.437 -2.140 -0.706
H -2.671 4.965 -4.150
H -2.086 5.670 -2.465
H -0.926 4.827 -3.613
H -3.276 3.326 -1.952
H -2.281 2.577 -3.405
H -0.796 4.107 -1.060
H -0.157 2.724 -2.222
H -0.349 1.799 0.141
H -3.441 2.097 0.381
H -2.450 3.659 0.739
H -2.053 2.134 1.679
H -3.178 0.396 -1.604
H -3.037 -1.262 0.502
H -1.893 -0.113 1.403
C 2.353 -3.579 3.624
C 2.318 -2.088 3.358
O 2.134 -1.841 1.970
H 3.162 -4.050 3.061
H 2.498 -3.782 4.688
H 1.421 -4.051 3.300
H 3.259 -1.623 3.663
H 1.502 -1.610 3.910
H 1.296 -2.248 1.711
C -2.768 2.811 -7.819
C -2.177 3.879 -6.921
O -1.453 3.278 -5.852
H -3.435 2.157 -7.250
H -3.331 3.259 -8.641
H -1.981 2.177 -8.237
H -2.968 4.496 -6.489
H -1.500 4.530 -7.483
H -0.750 2.742 -6.242
C 3.241 -6.349 0.533
C 4.439 -7.018 1.178
O 4.093 -8.323 1.624
H 2.411 -6.284 1.241
H 3.494 -5.342 0.191
H 2.887 -6.933 -0.322
H 4.777 -6.444 2.044
H 5.271 -7.097 0.471
H 3.804 -8.827 0.852
C 1.347 1.707 6.319
C 0.441 1.074 5.283
O 0.781 1.546 3.984
H 1.260 2.796 6.291
H 1.095 1.359 7.324
H 2.395 1.466 6.116
H -0.602 1.335 5.478
H 0.531 -0.017 5.297
H 1.702 1.303 3.818
*
```

Results of the Mulliken charge analysis, in e, for atoms 1 through 4:
1 C -1.08
2 C -0.17
3 C -0.91
4 C 0.24